Entry 1:
Below is a structure of composition C41H33BeNO3P2S, with properties calculated with ωB97M-V/def2-TZVPD.

```
82
Properties=species:S:1:pos:R:3
S -0.87294 4.52637 -0.90840
P -0.39785 0.32386 2.60464
P 2.35972 0.18066 -0.39382
O 2.41143 -0.44941 2.47125
O -0.60500 -0.82402 -0.23592
O -1.29370 -2.86669 -0.78999
N -0.23597 1.92547 -0.14126
C -1.44448 1.73483 3.08444
C 5.12769 0.23826 0.19329
C 3.62841 -2.34043 -3.38907
C 2.10212 -0.10305 3.76075
C 2.82503 4.03211 -2.86635
C 3.07608 -0.13912 4.74904
C 0.40768 0.55309 5.30101
C 3.83616 0.06876 0.68402
C -3.40068 2.75714 4.04999
C -2.67363 1.61934 3.72216
C 2.10458 -3.55316 -1.97615
C 1.92217 -2.41736 -1.19775
C 4.48554 -0.60161 4.39180
C 6.21592 0.16884 1.04689
C -3.40580 -2.41361 2.26604
C 2.66595 0.17819 6.03873
C 1.34681 0.51388 6.31960
C -0.93008 -2.27296 3.51203
C 2.04485 1.76914 -2.64577
C 3.69008 -0.20288 2.03703
C -2.90549 4.01396 3.73888
C -1.67742 4.13805 3.09694
C -1.45442 -1.66968 -0.74623
C 4.54728 -2.13387 4.54895
C -2.90559 -3.52031 2.93907
C 2.11836 2.94744 -3.37038
C 3.45176 3.93414 -1.63358
C -0.50623 3.01646 -0.47750
C 2.95734 -3.51574 -3.06810
C 0.77981 0.24731 3.99689
C 2.59367 -1.23792 -1.51231
C 2.68592 1.65726 -1.41140
C 3.44665 -1.20433 -2.61617
C 6.02256 -0.06431 2.40274
C 3.37781 2.75329 -0.90520
C 4.75214 -0.25679 2.93010
C -0.95417 3.00378 2.76828
C -2.66791 -1.24318 2.20869
C -1.42551 -1.15980 2.83765
C 5.52552 0.04155 5.30998
C -1.66865 -3.44952 3.56072
Be 0.11046 0.40434 0.29673
H 3.09244 -4.39879 -3.68026
H -4.36581 -2.46775 1.76855
H 1.22482 -2.44589 -0.37212
H 5.54448 -2.49976 4.29411
H -3.06705 0.64254 3.97660
H -0.61612 0.83683 5.51203
H 4.32031 -2.41829 5.57909
H 1.55648 -4.45494 -1.73665
H 1.05636 0.75106 7.33463
H 6.88672 -0.10610 3.05294
H 5.27776 0.43936 -0.86031
H 0.03345 -2.22614 4.00481
H 6.52744 -0.31223 5.06815
H -3.47845 -4.43823 2.97286
H 7.21784 0.30194 0.66118
H 3.85902 2.69492 0.06343
H -3.05478 -0.39329 1.65591
H -2.32016 -1.19551 -1.22987
H 3.38226 0.15860 6.85000
H 3.99244 4.78047 -1.22945
H 5.51055 1.12967 5.22912
H 3.82576 -2.62271 3.89077
H 4.28792 -2.30728 -4.24705
H -0.00986 3.10518 2.24444
H -1.27222 -4.31171 4.08219
H 3.95945 -0.28735 -2.88260
H -4.35649 2.65601 4.54848
H 2.87435 4.95515 -3.42895
H -3.47984 4.89844 3.98414
H -1.29373 5.11534 2.83394
H 1.47359 0.93485 -3.03742
H 5.34602 -0.23288 6.34936
H 1.61193 3.02381 -4.32363
```

Summary:
Gap between HOMO and LUMO in eV: 8.415
Energy above the lowest of the compared OMol25 structures with the same formula, charge and spin in kJ/mol: 37.55
HOMO energy in hartree: -0.2970
Total energy in Eh: -2958.4907

---

Entry 2:
Below is a structure of composition C41H33BeNO3P2S, with properties calculated with ωB97M-V/def2-TZVPD.

```
82
Properties=species:S:1:pos:R:3
S 5.16961 -1.72090 -0.26221
P 1.09830 1.51157 0.36026
P -0.10899 -1.79643 -0.98043
O -1.54054 0.69985 -0.48881
O 0.84766 0.65393 -2.63135
O 1.15920 1.17486 -4.77573
N 2.74769 -0.62743 -1.07460
C -4.57873 -1.24908 -0.09417
C -0.55089 2.77997 2.30650
C -1.64673 1.52657 0.60514
C -3.73055 -0.15124 -0.07818
C 1.30113 -3.55143 3.02449
C -1.79032 3.08699 2.84412
C -5.38319 1.29974 1.17370
C 0.04206 -2.97641 2.93786
C 2.24603 -0.13968 2.22318
C 2.08794 -3.67084 1.88584
C -4.12073 -2.50278 -0.49812
C 3.86890 1.78965 3.38471
C 2.21958 1.17032 1.74490
C 0.35516 -2.62229 0.57225
C 3.07379 -0.47859 3.28073
C 0.33162 -5.25007 -3.16398
C -2.95857 2.61252 2.24842
C 0.99475 4.22986 -0.43482
C -0.43132 -2.51289 1.71754
C -2.90721 1.82225 1.10906
C 3.88555 0.48642 3.86102
C 0.19492 -4.38350 -2.08898
C 0.25893 -3.38621 -4.68296
C -4.31013 2.11887 -0.92937
C -1.90967 -1.60872 -0.81146
C 3.03859 2.13336 2.32750
C -0.46265 1.98702 1.16481
C -2.41607 -0.36102 -0.47601
C 3.48996 4.07572 -1.65100
C 1.62003 -3.20715 0.66654
C 2.96478 2.96875 -1.00819
C 0.36405 -4.75211 -4.45872
C -2.79175 -2.68586 -0.84248
C 3.77200 -1.08923 -0.72902
C 2.76745 5.26304 -1.69110
C 0.09423 -3.01268 -2.30987
C 1.71574 3.04426 -0.38696
C 0.12618 -2.51452 -3.61334
C -4.10746 1.26855 0.34147
C 1.58878 0.90563 -3.67993
C 1.52296 5.33766 -1.08739
Be 1.24344 -0.03800 -1.30921
H -6.22432 0.91812 0.59468
H 0.28948 -2.99111 -5.68972
H 3.07637 -4.10740 1.94070
H 0.41514 -6.31487 -2.98873
H -4.80365 -3.34147 -0.51831
H 0.95470 6.25798 -1.12568
H 0.17591 -4.77429 -1.07908
H 1.66978 -3.90776 3.97795
H -5.61108 -1.13820 0.21018
H 0.35475 3.13919 2.77995
H -3.41762 2.11956 -1.55513
H 2.24997 -3.29378 -0.20916
H -5.13946 1.71949 -1.51550
H 0.05339 -1.44817 -3.79324
H 1.63418 -0.90384 1.75212
H -3.91404 2.86459 2.68909
H 2.67653 0.83673 -3.49726
H 3.52263 2.03763 -0.98644
H 4.51053 2.53883 3.83028
H 0.01825 4.29426 0.02851
H -4.54002 3.14989 -0.65479
H 3.03854 3.14720 1.94524
H 3.17426 6.12602 -2.20194
H -5.28863 0.70562 2.08431
H -2.42741 -3.66843 -1.11711
H -1.41381 -2.05947 1.66398
H 4.45769 4.01117 -2.13095
H -1.85421 3.69597 3.73598
H 3.10213 -1.50106 3.63436
H 4.54494 0.21818 4.67638
H -5.63072 2.32475 1.45073
H 0.47630 -5.43045 -5.29469
H -0.57598 -2.88317 3.82160
```

Summary:
Gap between HOMO and LUMO in eV: 8.445
Energy above the lowest of the compared OMol25 structures with the same formula, charge and spin in kJ/mol: 0.00
HOMO energy in hartree: -0.3011
Total energy in Eh: -2958.5050